C22H43N2P3RhSe | ωB97M-V/def2-TZVPD

The expectation value of S² is 6.031. The calculation puts the molar mass at 610.4 g/mol. The spin multiplicity is 5. Its total charge is +3. The HOMO-LUMO gap (alpha / beta) comes out at 7.6 / 4.3 eV.

Each line ends with the Löwdin charge.
Geometry (Å):
Rh  -0.1187  0.1682  -0.1119  0.431
P  1.8771  -0.4000  0.8855  0.724
P  0.7315  -0.2540  -2.2354  0.695
P  -1.2652  -0.1634  1.8872  0.717
H  -6.6331  -2.8427  -4.3518  0.081
C  -7.2347  -2.1965  -3.6583  -0.106
C  -6.9943  -0.8545  -3.5802  -0.071
H  -6.3434  -0.3369  -4.3165  0.075
C  2.1921  -2.1774  1.1960  -0.233
C  3.4790  0.0285  0.0470  -0.229
C  2.1522  0.4244  2.5036  -0.229
C  -0.5737  -0.4298  -3.4896  -0.242
C  1.7834  1.0532  -2.9488  -0.217
C  1.6953  -1.7901  -2.5041  -0.236
C  -3.0643  -0.4496  1.6229  -0.221
C  -1.2545  1.1882  3.1216  -0.203
C  -0.8168  -1.6186  2.8727  -0.254
H  -8.0594  -2.7941  -3.1853  0.089
H  -7.4574  -0.2094  -2.8205  0.067
H  3.1813  -2.3092  1.6641  0.082
H  2.1789  -2.7342  0.2503  0.033
H  1.4305  -2.6042  1.8558  0.025
H  4.3080  -0.3925  0.6237  0.073
H  3.6476  1.1058  0.0182  0.044
H  3.5417  -0.3556  -0.9698  0.024
H  3.1853  0.2562  2.8369  0.077
H  1.4873  0.0571  3.2889  0.031
H  2.0124  1.5058  2.4120  0.050
H  -0.0990  -0.4357  -4.4768  0.072
H  -1.2538  0.4225  -3.4191  0.058
H  -1.1257  -1.3607  -3.3374  0.033
H  1.9988  0.7799  -3.9878  0.078
H  2.7322  1.1577  -2.4118  0.043
H  1.2595  2.0151  -2.9405  0.063
H  2.0699  -1.7633  -3.5387  0.082
H  1.0348  -2.6609  -2.3743  0.006
H  2.5437  -1.8788  -1.8167  0.028
H  -3.5044  -0.8235  2.5515  0.071
H  -3.2079  -1.1803  0.8210  0.020
H  -3.5387  0.4979  1.3606  0.041
H  -1.6850  0.8062  4.0555  0.079
H  -1.8537  2.0379  2.7754  0.048
H  -0.2337  1.5287  3.3191  0.039
H  -1.5116  -1.6599  3.7222  0.077
H  0.2031  -1.5489  3.2629  0.034
H  -0.9211  -2.5287  2.2671  0.014
C  -2.6614  -3.2362  -1.1709  -0.532
C  -3.4694  -2.2399  -1.7602  -0.071
C  -4.7325  -2.6345  -2.1681  -0.026
C  -5.2205  -3.9241  -2.0159  0.042
C  -4.4210  -4.9122  -1.4253  0.015
C  -3.1568  -4.5494  -0.9908  -0.098
Se  -0.8942  -3.1632  -0.5229  1.094
H  -0.9383  -1.6533  -0.8477  -0.160
H  -3.1815  -1.1916  -1.9232  0.113
H  -5.3482  -1.8900  -2.6394  0.055
H  -6.2118  -4.1377  -2.3791  0.117
H  -4.7231  -5.9443  -1.2886  0.139
H  -2.5049  -5.2819  -0.4945  0.114
N  -2.2138  2.4650  0.3005  0.110
C  -0.9728  3.0601  0.2845  -0.363
C  -0.8260  4.4478  0.5039  0.030
C  0.4512  4.9929  0.5151  0.003
C  1.5263  4.1831  0.1417  -0.023
C  1.3155  2.8377  -0.1620  -0.142
N  0.0926  2.2764  0.0064  -0.055
H  -2.3226  1.5955  -0.2198  0.063
H  -3.0234  3.0798  0.3673  0.135
H  -1.7164  5.0418  0.6846  0.132
H  0.6239  6.0506  0.7175  0.141
H  2.5642  4.5211  0.1964  0.131
H  2.1388  2.1650  -0.4936  0.071